#one
13
Properties=species:S:1:pos:R:3 method="wB97M-V/def2-TZVPD" charge=+1 smiles="C1=N[C@H]2C[N@H+]2C1" gap_ev=11.569 lumo_ev=-4.08
H 1.22099 0.00855 -1.46687
N 0.64891 -0.12525 -0.64415
H 0.76702 -1.55415 0.83768
C -0.84889 -0.20715 -0.91747
C 0.64741 0.65833 0.87818
C -1.46968 0.31703 0.32230
N -0.67866 0.83759 1.15146
H -2.47190 0.40407 0.60508
H -1.23981 -1.20530 -1.09518
H 1.13699 1.60130 0.99790
H 2.25406 -0.70120 0.50834
C 1.24501 -0.67004 0.54310
H -1.21146 0.63621 -1.72037


#two
13
Properties=species:S:1:pos:R:3 method="wB97M-V/def2-TZVPD" charge=+1 gap_ev="7.546 / 7.551" lumo_ev="-7.05 / -7.05"
H -2.08545 -0.56188 0.14178
H 0.46916 -1.97111 -0.83778
N 2.05183 0.51356 0.23707
C 1.74009 -0.64624 0.11616
H 0.26399 -1.46442 1.04478
H -0.34492 0.10699 -1.46594
C -0.13029 0.15000 -0.39648
C -1.39411 0.35970 0.36135
C 0.57779 -1.28160 0.01529
N 0.98282 1.12913 -0.15191
H 1.01521 2.02312 -0.43147
H -1.09809 0.41477 1.47516
H -2.04802 1.22797 -0.10802


Most stable of them? #one.


#one
13
Properties=species:S:1:pos:R:3 method="wB97M-V/def2-TZVPD" charge=+1 smiles="C=C=C/N=[NH+]/C" gap_ev=9.211 lumo_ev=-5.83
H 3.71773 -0.93329 0.97193
H -2.63415 -0.73077 -1.80053
H -0.07531 -0.36108 1.83715
N -0.17763 0.02365 -0.23586
H 3.62482 0.86081 1.25473
H -1.99986 -0.15824 0.55484
H -1.41685 0.46052 -2.30223
C 3.08509 -0.06112 1.07345
N -1.42327 0.00394 -0.28832
C 0.47909 -0.16603 0.91140
C 1.81736 -0.10482 0.95127
C -2.12242 0.19188 -1.51811
H -2.87460 0.97455 -1.40973


#two
13
Properties=species:S:1:pos:R:3 method="wB97M-V/def2-TZVPD" charge=+1 smiles=Cc1c[nH]c[nH+]1 gap_ev=11.125 lumo_ev=-3.25
H 0.35466 -1.54779 1.51785
H -2.10232 0.08632 1.47732
C 0.40143 -0.93409 0.63782
C -0.35657 0.12195 0.24593
C -1.51847 0.78716 0.88798
N 0.17344 0.53565 -0.95429
H -2.17758 1.29636 0.19017
H -1.15178 1.52558 1.60053
N 1.37252 -1.10352 -0.32603
H 1.77308 -0.12467 -2.20318
H 2.13359 -1.77489 -0.30307
C 1.23419 -0.19876 -1.27593
H -0.13621 1.33069 -1.49509


#three
13
Properties=species:S:1:pos:R:3 method="wB97M-V/def2-TZVPD" charge=+1 gap_ev=9.808 lumo_ev=-4.54
H 1.28893 1.45115 1.24461
C 1.19203 -0.76148 -0.90494
C -2.72617 -0.25242 -0.06906
H 2.76763 1.84126 0.24107
N 1.94355 0.02057 -0.34207
H 1.49907 -1.50871 -1.64853
H -3.35900 -1.12469 -0.15579
H 2.59882 0.33988 1.35459
H -2.79421 -0.15483 1.00639
N -0.25581 -0.88892 -0.49156
C -1.35793 -0.67684 -0.25844
C 2.14001 1.01755 0.61297
H -2.93693 0.69749 -0.58923


#four
13
Properties=species:S:1:pos:R:3 method="wB97M-V/def2-TZVPD" charge=+1 smiles=Cc1c[nH]c[nH+]1 gap_ev=10.805 lumo_ev=-3.59
H 2.77894 0.52746 0.33353
N 0.96589 0.35626 1.50970
N 0.98159 0.15602 -0.64737
C -1.49109 -0.45133 -1.09309
C 1.70153 0.51509 0.42721
H 1.19573 0.41459 2.49533
H -1.92466 0.29984 -1.76564
H -1.28103 -1.28256 -1.77640
H -2.36559 -0.61383 -0.45381
H 1.23594 0.31952 -1.60759
C -0.32260 0.00355 1.09061
H -1.16811 -0.12244 1.74580
C -0.30654 -0.12216 -0.25828


Most stable of them? #two.


#one
69
Properties=species:S:1:pos:R:3 method="wB97M-V/def2-TZVPD" charge=-2 gap_ev=6.146 lumo_ev=4.40
C 1.04695 -1.34734 3.08876
S -3.33325 -1.14747 0.73979
C 3.26334 -1.14885 -0.07752
S -6.04637 0.48822 -1.38404
N 0.69806 -2.06672 -4.52556
H 2.99155 0.99097 0.24291
H -2.18137 4.89117 -2.10378
C 0.36678 -1.88782 -3.22068
H 3.37483 -3.16020 -0.91009
C -2.12718 3.80398 -1.99144
C -0.20289 -3.09800 -2.51394
C 1.32287 -1.11360 1.69767
H 0.07949 -0.91758 4.89873
C 3.10318 -2.15014 -1.22536
C -2.59909 1.97285 -0.56169
H -3.20234 1.49692 -1.33365
N -2.66502 3.42933 -0.68719
H -1.75736 -1.61716 3.31443
H 4.33054 -1.14250 0.17999
H 0.02080 5.06754 -1.17519
H -1.54170 -0.10474 2.46561
H 0.64150 1.79903 0.29224
H -1.27840 1.44448 -2.77747
C -1.83170 4.03054 0.34770
H -2.98817 1.66224 0.40886
In -1.22307 -0.96527 -0.55176
H 2.07126 -2.15661 -1.56405
H -1.18152 -3.26356 -2.97754
O 0.51971 -0.42878 0.92817
O 0.51578 -0.79267 -2.68968
H -2.73098 3.33108 -2.76773
H 3.73659 -1.86716 -2.07167
H 4.26013 -2.85035 1.58378
C 2.94349 -2.85887 3.26952
C 0.04136 -0.52121 3.87618
H 0.95294 -1.26037 -5.06624
H -0.77770 1.84961 1.33239
H 1.50581 1.00062 4.41199
C 0.05674 3.97768 -1.07950
N -0.43135 3.60846 0.24844
H 3.61161 0.55283 -1.36329
C -0.39726 -2.92757 -1.02163
H -2.05925 -0.08570 4.14668
H 3.52980 -3.56499 3.84532
C 2.91946 0.26030 -0.56632
H 1.90757 0.28784 -0.96513
H 0.43200 -3.95347 -2.78764
H 0.50678 -3.12111 -0.44271
S -5.37981 -3.37398 -1.67730
H -2.21850 3.74110 1.32684
H -1.87620 5.12067 0.25642
N -1.19564 1.48510 -0.68591
Sb -4.58458 -1.26572 -1.33438
H 1.09342 3.64599 -1.17799
H -0.17963 1.54904 4.51816
H 0.35721 1.59387 -2.10315
C -0.38459 2.14586 0.36270
N -0.73319 3.38150 -2.15522
H 0.46850 -2.92537 -4.98983
H 0.60183 1.34863 2.93905
H -1.16751 -3.62791 -0.69389
C 1.82443 -2.23852 3.81063
C 2.58217 -1.59257 1.21955
S -2.72098 -0.78221 -2.74036
C 3.32687 -2.47368 1.99824
C 0.52061 0.93496 3.94382
C -0.67699 1.92455 -2.00730
H 1.55631 -2.42684 4.84706
C -1.40869 -0.59034 3.42622


#two
69
Properties=species:S:1:pos:R:3 method="wB97M-V/def2-TZVPD" charge=-2 gap_ev=5.252 lumo_ev=4.13
H -2.92224 2.93894 3.49992
S 2.20274 2.26778 4.69528
C 3.36351 -1.08071 -2.46381
C -1.40211 -3.09672 0.78815
O 0.95395 -1.67140 -0.82053
S 2.57253 1.64409 0.98410
C -2.33933 2.48743 1.01385
H 3.03297 -1.56723 -3.38617
H -2.61975 2.35062 -0.03360
S -1.51032 -0.40567 3.41924
C 0.54611 -4.02712 -0.60738
H -2.89654 4.70635 -0.25875
C -0.82720 5.20810 2.29435
H -1.31264 -4.93216 -0.27004
H 4.27598 -4.67720 -1.37177
Sb 2.54768 0.58301 3.18918
H -0.77670 3.74264 -0.68738
H 4.65378 -2.65277 -1.87394
C -0.95590 -3.90616 -0.42404
H 0.38239 -6.14159 -0.43956
C 2.76901 -3.19225 -1.13745
H -2.61788 1.59653 1.57794
C 1.40471 -2.90402 -0.82591
H -0.87937 -3.40821 1.69319
C 2.40037 -5.58281 -0.87988
H -1.19021 0.68913 -3.52307
H -0.39558 -0.71718 -2.80317
H -3.13623 5.71827 1.18530
H -0.14595 2.14548 -1.78953
H -3.17875 4.70033 3.35574
H -1.21940 -2.03605 0.65757
H 2.54008 -0.48316 -2.08403
H -0.80233 1.98685 3.09746
H -2.47661 -3.22179 0.95365
C -2.64759 3.83564 2.94203
H 4.71597 -2.22146 0.52781
C 3.22620 -4.50457 -1.14770
C -2.04358 -0.03429 -1.70330
C -1.61033 -3.39764 -1.71116
H 2.78087 -6.59761 -0.88173
C -0.50330 3.85915 0.36404
C -0.84188 0.25633 -2.57441
H 0.57931 3.97887 0.44164
H 4.19755 -0.41432 -2.70348
C 3.80244 -2.11950 -1.43163
H 5.08169 -0.72464 -0.35852
N -1.17506 5.06703 0.87137
O -1.98513 -0.10517 -0.48773
In 0.56715 0.34433 0.16645
N -3.22307 -0.24507 -2.34972
N -1.21244 4.04450 3.07435
H 0.25222 5.34591 2.38169
N -0.88489 2.65427 1.10159
C -2.62002 4.83578 0.79246
H -2.68768 -3.25992 -1.57707
N -3.06000 3.66006 1.54041
C 1.06461 -5.31615 -0.62505
C 0.17883 1.10667 -1.84388
C 4.30543 -1.46569 -0.14602
H 3.50611 -0.94196 0.37381
H -1.44499 -4.09733 -2.53527
S 0.30813 -0.60764 2.47084
H 0.55358 3.01685 2.59593
H -1.33528 6.09584 2.68711
H 1.13330 1.08901 -2.37128
H -3.29195 -0.15435 -3.34513
C -0.52205 2.86899 2.52358
H -1.17091 -2.44127 -1.98544
H -4.03403 -0.47205 -1.80151


Most stable of them? #one.